Entry 1:
Below is a molecular structure, C6H6OS2 at a distorted geometry, with properties calculated with ωB97M-V with the def2-TZVPD basis set.

Structure (XYZ):
```
15
Properties=species:S:1:pos:R:3:lowdin_charge:R:1
C 0.04 -0.05 -1.53 -0.155
C 0.92 -0.90 -2.10 -0.376
C -0.34 -0.45 -0.26 -0.375
C 0.23 -1.62 0.17 -0.853
C -0.89 0.41 0.77 -0.546
C 0.14 1.46 1.17 -0.017
O -1.29 -0.28 1.87 -0.216
S 1.26 -2.28 -1.07 0.988
S -0.09 -2.08 1.84 0.927
H -0.37 0.88 -2.01 0.148
H 1.20 -0.89 -3.11 0.049
H -1.83 0.92 0.42 0.178
H 0.60 1.70 0.26 0.054
H 0.72 0.85 1.81 0.065
H -0.29 2.35 1.80 0.131
```

Summary:
Frontier orbital gap in eV: 6.64
ΔE to the lowest compared entry with this formula, charge and spin in kcal/mol: 76.3
E_HOMO in eV: -8.3
E_tot in hartree: -1103.7286
Maximum force in eV/Å: 4.5

---

Entry 2:
Below is C6H6S in the gas phase, with properties calculated with ωB97M-V with the def2-TZVPD basis set.

Structure (XYZ):
```
13
Properties=species:S:1:pos:R:3:lowdin_charge:R:1
C 1.41 1.81 -0.01 0.050
C 2.10 0.67 0.00 -0.219
C 1.47 -0.66 0.00 -0.804
S 2.36 -2.03 0.00 0.744
C 0.04 -0.71 0.00 -0.101
C -1.16 -0.78 0.00 -0.044
C -2.63 -0.87 -0.01 -0.089
H 0.33 1.83 0.00 0.058
H 1.94 2.77 0.01 0.073
H 3.18 0.66 0.00 0.088
H -3.06 -0.40 -0.90 0.084
H -2.93 -1.91 0.02 0.073
H -3.04 -0.38 0.90 0.088
```

Summary:
Frontier orbital gap in eV: 7.78
ΔE to the lowest compared entry with this formula, charge and spin in kcal/mol: 61.5
E_HOMO in eV: -8.7
E_tot in hartree: -630.3148
Maximum force in eV/Å: 0.9

---

Entry 3:
Below is C6H6S2 in the gas phase at a distorted geometry, with properties calculated with ωB97M-V with the def2-TZVPD basis set.

Structure (XYZ):
```
14
Properties=species:S:1:pos:R:3:lowdin_charge:R:1
C -1.00 -2.09 1.00 0.151
C -0.60 -0.90 0.73 -0.147
C -0.10 0.34 0.14 -0.615
C -1.23 1.28 -0.43 -0.681
S -1.07 2.71 -1.01 0.745
C 0.65 -0.33 -1.15 -0.355
S 2.28 -0.28 -0.24 0.822
C 1.17 0.71 0.87 -0.406
H -1.22 -3.07 1.38 0.024
H -2.31 0.57 -0.72 0.163
H 0.72 0.27 -2.06 0.069
H 0.48 -1.46 -1.15 0.082
H 1.09 0.39 1.85 0.048
H 1.13 1.85 0.79 0.098
```

Summary:
Frontier orbital gap in eV: 8.36
ΔE to the lowest compared entry with this formula, charge and spin in kcal/mol: 94.5
E_HOMO in eV: -8.9
E_tot in hartree: -1028.4051
Maximum force in eV/Å: 7.8

---

Entry 4:
Below is a molecular structure, C6H76BN2O36S2 at a distorted geometry, with properties calculated with ωB97M-V with the def2-TZVPD basis set.

Structure (XYZ):
```
123
Properties=species:S:1:pos:R:3:lowdin_charge:R:1
C -0.43 1.02 -0.06 -0.097
C -0.21 0.72 -1.60 -0.223
C -1.21 -0.33 -2.15 -0.189
C -0.84 -1.78 -1.73 -0.243
N -0.96 -2.04 -0.28 -0.130
S 0.35 -2.94 0.32 0.582
O -0.09 -3.48 1.65 -0.407
O 0.74 -4.08 -0.55 -0.358
N 1.55 -1.80 0.60 -0.325
S 2.89 -1.98 -0.39 0.643
O 3.88 -2.98 0.14 -0.383
O 2.60 -2.14 -1.85 -0.375
B 3.76 -0.30 -0.22 -0.610
O 3.67 0.38 1.00 0.133
O 4.44 0.26 -1.30 0.016
C 3.68 1.46 -1.61 -0.226
C 3.89 1.93 -3.09 -0.064
H -1.17 0.34 0.39 0.030
H 0.57 0.99 0.41 0.055
H -0.81 2.06 0.03 0.042
H 0.85 0.47 -1.80 0.078
H -0.40 1.69 -2.13 0.079
H -1.13 -0.30 -3.26 0.107
H -2.26 -0.12 -1.88 0.108
H -1.51 -2.50 -2.25 0.102
H 0.19 -1.97 -2.10 0.093
H -1.82 -2.54 -0.06 0.056
H 3.00 -0.05 1.54 0.081
H 2.59 1.29 -1.49 0.096
H 3.98 2.28 -0.93 0.112
H 4.16 3.00 -3.13 0.051
H 4.67 1.33 -3.58 0.076
H 2.93 1.83 -3.64 0.072
O -1.15 4.05 -2.38 -0.056
H -1.25 4.84 -2.92 0.013
H -1.68 4.23 -1.60 0.043
O 4.87 -4.37 -2.38 -0.071
H 3.91 -4.42 -2.33 0.037
H 5.12 -3.99 -1.52 0.021
O -3.97 -2.70 -1.51 -0.055
H -4.53 -2.43 -2.25 0.046
H -4.28 -3.59 -1.30 0.024
O -3.67 -3.69 0.80 -0.053
H -3.43 -3.89 1.71 0.020
H -4.61 -3.48 0.84 0.018
O -0.66 3.51 2.02 -0.054
H 0.24 3.75 1.78 0.058
H -0.76 3.84 2.93 -0.006
O 0.14 3.64 4.67 -0.043
H 0.54 3.85 5.52 0.060
H -0.01 2.68 4.72 0.070
O -6.26 -3.78 2.50 -0.037
H -6.11 -3.60 3.43 0.059
H -7.16 -4.12 2.47 0.018
O -3.42 -6.58 2.00 -0.055
H -3.02 -6.02 1.33 0.031
H -2.71 -7.17 2.27 0.015
O -2.40 -4.32 3.79 -0.064
H -1.85 -4.92 4.30 0.034
H -1.77 -3.86 3.21 0.006
O -5.27 -8.89 0.42 -0.051
H -4.93 -8.41 1.19 0.026
H -4.50 -9.35 0.07 0.042
O -8.89 -5.64 3.51 -0.050
H -9.46 -5.38 2.78 0.036
H -9.18 -6.54 3.72 0.040
O -2.89 -0.21 1.51 -0.056
H -2.49 0.00 2.36 0.039
H -3.04 -1.16 1.54 0.018
O 2.05 4.02 -2.53 -0.053
H 1.08 4.10 -2.50 0.011
H 2.34 4.36 -1.67 0.011
O 7.85 -4.30 -2.89 -0.063
H 7.94 -4.62 -3.79 0.021
H 6.89 -4.23 -2.76 0.008
O 9.30 -6.39 -4.46 -0.056
H 9.68 -6.13 -3.62 0.038
H 9.25 -7.35 -4.41 0.037
O -1.22 7.04 -2.90 -0.052
H -0.53 7.49 -2.40 0.023
H -1.90 7.70 -2.99 0.031
O -2.91 4.64 5.32 -0.053
H -2.55 5.07 6.11 0.028
H -2.15 4.16 4.96 0.021
O -3.11 5.22 2.42 -0.064
H -2.76 5.64 3.21 0.002
H -2.35 4.73 2.06 -0.001
O -1.81 7.14 5.82 -0.053
H -2.77 7.20 5.86 0.043
H -1.52 7.49 6.67 0.043
O 3.76 5.72 -0.72 -0.053
H 4.30 5.98 0.03 0.036
H 4.38 5.66 -1.45 0.020
O -4.56 2.11 6.38 -0.070
H -4.87 1.53 5.67 0.031
H -4.07 2.80 5.92 -0.008
O -0.49 9.68 -1.80 -0.052
H 0.20 10.12 -1.31 0.041
H -1.18 10.35 -1.90 0.014
O -2.27 11.71 -0.53 -0.045
H -3.23 11.77 -0.50 0.046
H -1.99 12.06 0.31 0.045
O -7.04 -3.76 -0.50 -0.041
H -6.81 -3.95 0.42 -0.004
H -7.98 -3.56 -0.46 0.033
O 8.21 -1.29 -4.00 -0.056
H 7.62 -1.04 -4.71 0.036
H 7.99 -2.21 -3.82 0.010
O 9.12 1.72 -4.65 -0.060
H 8.53 1.99 -5.36 0.028
H 8.88 0.79 -4.49 -0.003
O 6.77 2.55 -1.07 -0.036
H 7.14 2.80 -0.21 0.047
H 6.71 1.59 -1.02 0.053
O 6.35 4.86 -2.77 -0.058
H 6.92 4.26 -2.27 0.009
H 6.96 5.39 -3.29 0.032
O -8.09 -8.45 -0.74 -0.074
H -7.18 -8.59 -0.46 -0.008
H -8.06 -8.57 -1.69 0.024
O -2.69 -9.32 3.45 -0.045
H -2.28 -9.04 4.28 0.040
H -2.81 -10.27 3.55 0.036
```

Summary:
Frontier orbital gap in eV: 6.91
E_HOMO in eV: -5.7
E_tot in hartree: -3913.6725
Maximum force in eV/Å: 3.2
Total charge: -1

---

Entry 5:
Below is a molecular structure, C6H7AgO6 at a distorted geometry, with properties calculated with ωB97M-V with the def2-TZVPD basis set.

Structure (XYZ):
```
20
Properties=species:S:1:pos:R:3:lowdin_charge:R:1
Ag 1.42 -2.10 0.75 0.843
O -0.19 -0.55 1.42 -0.024
O -2.07 0.42 0.88 0.053
O -2.14 -1.58 1.86 0.129
C -1.50 -0.69 1.36 -0.635
C -1.15 1.52 0.86 -0.081
C 0.25 0.95 0.71 -0.009
H -1.43 2.14 0.00 0.146
H -1.21 2.01 1.84 0.137
H 0.95 1.58 1.27 0.163
O 1.80 -0.04 -0.20 -0.186
O -0.15 -0.03 -1.50 -0.027
C -0.21 0.59 -2.78 -0.144
C 0.99 1.53 -2.76 -0.143
O 1.11 1.84 -1.38 0.002
C 0.78 0.67 -0.68 -0.733
H -0.14 -0.19 -3.55 0.126
H -1.15 1.15 -2.88 0.126
H 0.84 2.45 -3.33 0.128
H 1.91 1.02 -3.11 0.129
```

Summary:
Frontier orbital gap in eV: 7.38
ΔE to the lowest compared entry with this formula, charge and spin in kcal/mol: 16.0
E_HOMO in eV: -8.7
E_tot in hartree: -831.1463
Maximum force in eV/Å: 3.5

---

Entry 6:
Below is 2 unconnected molecules or ions with the total composition C6H7B at a distorted geometry, with properties calculated with ωB97M-V with the def2-TZVPD basis set.

Structure (XYZ):
```
14
Properties=species:S:1:pos:R:3:lowdin_charge:R:1
B -0.55 1.62 -0.38 -0.078
C 0.00 1.65 -1.81 -0.094
C 0.70 0.50 -1.96 -0.083
C 0.31 -0.48 -0.94 -0.042
C -0.34 0.12 0.12 -0.223
C -0.22 -1.72 1.53 0.003
C -0.52 -0.44 1.40 -0.170
H -0.33 3.04 0.51 0.122
H 0.09 2.58 -2.45 0.098
H 1.35 0.41 -2.79 0.094
H 0.62 -1.60 -1.00 0.138
H -0.31 -2.28 2.49 0.079
H 0.16 -2.27 0.74 0.017
H -0.91 0.13 2.32 0.138
```

Summary:
Frontier orbital gap in eV: 6.79
ΔE to the lowest compared entry with this formula, charge and spin in kcal/mol: 38.3
E_HOMO in eV: -8.0
E_tot in hartree: -257.4938
Maximum force in eV/Å: 3.9

---

Entry 7:
Below is a molecular structure, C6H7Br3NO at a distorted geometry, with properties calculated with ωB97M-V with the def2-TZVPD basis set.

Structure (XYZ):
```
18
Properties=species:S:1:pos:R:3:lowdin_charge:R:1
C -1.62 -0.64 1.00 -0.224
C 0.15 -0.67 -0.76 -0.433
C -0.30 2.05 0.92 -0.732
C 0.29 1.73 2.04 -1.278
C -0.58 -0.63 -2.01 -0.034
C 1.48 -1.16 -0.62 -0.043
N -0.53 -0.70 0.41 0.180
O -2.47 -0.53 1.75 0.281
Br 0.60 2.01 -0.70 0.935
Br -0.74 1.84 3.62 0.778
Br 2.10 1.20 2.32 0.735
H -1.43 2.08 0.74 0.101
H -1.61 -0.24 -1.85 0.124
H -0.21 -0.27 -2.99 0.125
H -0.68 -1.72 -2.06 0.131
H 2.37 -0.69 -0.25 0.083
H 1.34 -2.02 0.05 0.129
H 1.83 -1.63 -1.60 0.143
```

Summary:
Frontier orbital gap (spin up / spin down) in eV: 7.46 / 7.46
ΔE to the lowest compared entry with this formula, charge and spin in kcal/mol: 11.3
E_HOMO (spin up / spin down) in eV: -13.1 / -13.1
E_tot in hartree: -8084.5091
Maximum force in eV/Å: 4.6
Total charge: +1

---

Entry 8:
Below is C6H7BrIN in the gas phase at a distorted geometry, with properties calculated with ωB97M-V with the def2-TZVPD basis set.

Structure (XYZ):
```
16
Properties=species:S:1:pos:R:3:lowdin_charge:R:1
C -1.49 -0.23 -1.96 -0.162
C -1.17 0.14 -0.42 -0.778
I -3.16 1.20 0.17 0.688
N -0.25 1.23 -0.36 0.023
C 0.52 1.21 0.67 -0.144
C 0.76 0.10 1.63 -0.158
C -0.15 -1.12 1.49 -0.100
C -0.96 -1.07 0.42 -0.724
Br -1.98 -2.60 -0.01 0.776
H -1.70 0.65 -2.54 0.059
H -2.43 -0.74 -2.01 0.012
H -0.70 -0.63 -2.46 0.045
H 1.24 1.99 1.02 0.130
H 0.70 0.52 2.68 0.140
H 1.75 -0.17 1.45 0.095
H -0.07 -2.14 1.90 0.098
```

Summary:
Frontier orbital gap in eV: 8.64
ΔE to the lowest compared entry with this formula, charge and spin in kcal/mol: 0.0
E_HOMO in eV: -9.1
E_tot in hartree: -3159.2270
Maximum force in eV/Å: 3.8

---

> The highest maximum force belongs to which entry?

C6H6S2

---

> Number 3 is which compound?

C6H6S2

---

Copy entry 2 word for word.
Below is C6H6S in the gas phase, with properties calculated with ωB97M-V with the def2-TZVPD basis set.

Structure (XYZ):
```
13
Properties=species:S:1:pos:R:3:lowdin_charge:R:1
C 1.41 1.81 -0.01 0.050
C 2.10 0.67 0.00 -0.219
C 1.47 -0.66 0.00 -0.804
S 2.36 -2.03 0.00 0.744
C 0.04 -0.71 0.00 -0.101
C -1.16 -0.78 0.00 -0.044
C -2.63 -0.87 -0.01 -0.089
H 0.33 1.83 0.00 0.058
H 1.94 2.77 0.01 0.073
H 3.18 0.66 0.00 0.088
H -3.06 -0.40 -0.90 0.084
H -2.93 -1.91 0.02 0.073
H -3.04 -0.38 0.90 0.088
```

Summary:
Frontier orbital gap in eV: 7.78
ΔE to the lowest compared entry with this formula, charge and spin in kcal/mol: 61.5
E_HOMO in eV: -8.7
E_tot in hartree: -630.3148
Maximum force in eV/Å: 0.9

---

> Look up the E_tot of the fifth one.

-831.1463 hartree